Below is a structure of composition C23H29Br42NO2P at a distorted geometry, with properties calculated with the ωB97M-V functional and the def2-TZVPD basis.

Properties
* net charge: -1
* LUMO level: 0.540 eV
* energy: -2980966.0440 eV

Each line ends with the Löwdin charge.
Cartesian coordinates (Å):
Br 2.95 -3.66 1.09  0.75
C 4.33 -2.77 2.13  -1.56
H 4.81 -3.54 2.75  -0.04
C -2.09 -3.21 -1.86  -0.18
Br 5.71 -2.01 1.00  0.52
H 4.34 3.66 6.58  -0.03
Br -7.07 2.74 -2.12  0.53
H 1.58 -8.52 -3.65  -0.03
H -2.29 -2.20 -1.37  0.09
H -6.39 4.53 -0.53  -0.12
Br -5.02 -4.49 2.34  0.57
H -0.95 -4.26 -3.49  0.06
H -4.55 -2.29 -0.39  0.04
H 2.33 -3.00 -2.20  0.10
H -4.34 -2.70 3.93  -0.03
C -4.30 -2.63 -2.58  -0.35
C 0.25 -2.40 -2.99  -0.40
Br 8.53 3.46 -1.36  0.56
H -5.21 1.97 3.45  -0.03
H 8.25 -0.80 6.12  -0.15
Br 3.21 2.60 -5.53  0.50
H -5.67 -1.16 -6.02  -0.04
H 1.16 0.10 -2.40  -0.28
Br -4.21 0.84 -6.21  0.57
H -5.25 0.46 -1.16  0.03
O -3.42 -3.74 -2.27  -0.11
C 1.22 -3.31 -2.02  -0.31
H -9.87 1.48 -4.22  -0.03
Br 6.62 2.82 1.14  0.55
H -3.51 -0.17 -0.72  0.07
Br -12.15 0.50 -4.06  0.55
Br 3.58 -1.46 3.35  0.53
Br 10.07 0.14 7.52  0.63
Br 6.33 3.56 5.09  0.52
Br -6.46 4.05 3.98  0.54
Br -4.33 4.41 -1.93  0.56
Br -7.12 5.93 -2.46  0.54
H 3.24 0.11 -5.73  -0.03
Br 10.33 3.44 3.56  0.56
C -10.52 1.27 -3.37  -1.61
C 7.42 -1.01 5.45  -1.59
Br -9.55 0.03 -2.23  0.54
N -1.25 0.06 -3.00  -0.36
Br -5.01 -1.35 -8.42  0.55
C -6.25 4.42 -1.61  -1.61
O -4.60 -2.28 -3.76  0.02
Br 1.19 0.61 -7.07  0.52
C 11.95 2.96 2.61  -1.60
Br 8.34 0.46 -0.22  0.54
C -1.18 -3.18 -3.19  -0.22
H 12.79 3.18 3.28  -0.03
C 1.78 -7.52 -4.03  -1.60
Br -8.14 8.83 0.96  0.56
C -5.67 2.71 2.81  -1.57
H -1.61 -0.55 -3.75  -0.06
C -4.40 -0.29 -1.43  -0.13
Br 5.80 -0.54 6.39  0.50
H -6.13 -1.86 -1.39  0.11
C 0.94 -3.09 -0.46  -0.32
Br -7.02 1.79 1.76  0.53
H -1.69 -3.91 -1.05  0.12
H -0.47 -0.76 -0.82  -0.02
Br 2.46 -6.47 -2.54  0.63
C 0.45 -2.78 0.72  -0.17
C 2.42 0.82 -5.58  -1.54
C 4.43 3.57 5.50  -1.59
Br -10.84 2.97 -2.47  0.54
H -7.39 7.44 2.88  -0.03
C -4.21 -2.80 2.85  -1.58
Br 7.49 -2.91 5.05  0.57
H -4.06 -0.05 -2.50  0.07
H 0.18 -2.39 1.78  0.00
C -5.56 -0.41 -6.81  -1.61
Br 7.67 0.07 3.86  0.51
Br -2.30 -2.79 2.51  0.62
C 8.26 2.36 0.21  -1.60
H -1.79 -2.70 -4.07  0.11
Br 12.20 4.04 1.02  0.57
Br -5.35 7.32 1.46  0.56
Br 0.11 -6.81 -4.71  0.59
Br -5.09 -1.29 2.02  0.60
Br 12.02 1.06 2.21  0.56
C -7.26 7.33 1.80  -1.58
C 9.59 0.34 9.39  -1.59
Br 1.58 0.35 -3.88  0.74
H 9.08 2.56 0.89  -0.09
Br 3.58 1.90 5.00  0.53
Br 3.11 -7.70 -5.44  0.54
C -4.99 -1.81 -1.35  -0.16
H 1.03 -4.40 -2.33  0.00
Br 3.53 5.10 4.72  0.57
Br -7.29 0.44 -7.02  0.52
P -0.04 -0.68 -2.20  0.55
Br -4.27 3.46 1.70  0.57
H 10.12 1.22 9.76  -0.03
Br 7.69 0.69 9.61  0.56
Br 10.17 -1.17 10.45  0.57
Br -8.08 5.64 1.30  0.56